a:
Here is one molecule with the formula C4H4O2 from OMol25. Energies are from ωB97M-V/def2-TZVPD.

Each atom is followed by the atoms it is bonded to, with distances in Å.
Atoms and positions in Å:
1 O -2.236 0.795 -0.184  C2 1.349, H8 0.969
2 C -1.722 -0.452 -0.214  O1 1.349, O3 1.279, H7 1.081
3 O -0.470 -0.618 -0.013  C2 1.279, C4 1.327
4 C 0.454 0.326 0.118  O3 1.327, C5 1.400, H9 1.080
5 C 1.775 -0.091 0.320  C4 1.400, C6 1.215
6 C 2.938 -0.399 0.496  C5 1.215, H10 1.065
7 H -2.341 -1.338 -0.190  C2 1.081
8 H -2.477 1.096 -1.073  O1 0.969
9 H 0.125 1.354 0.090  C4 1.080
10 H 3.955 -0.673 0.651  C6 1.065

Results
- frontier orbital gap (alpha / beta) (eV) = 7.39 / 7.77
- E_HOMO (alpha / beta) (eV) = -7.093 / -7.228
- spin multiplicity = 1
- net charge = 0

b:
Here is one molecule with the formula C4H4O2 from OMol25. Energies are from ωB97M-V/def2-TZVPD.

Each atom is followed by the atoms it is bonded to, with distances in Å.
Atoms and positions in Å:
1 C 2.191 0.649 0.250  C2 1.205, H7 1.059
2 C 1.275 -0.108 0.451  C1 1.205, C3 1.452
3 C 0.001 -0.793 0.332  C2 1.452, O4 1.209, C5 1.514
4 O -0.166 -1.990 0.355  C3 1.209
5 C -0.972 0.310 -0.025  C3 1.514, O6 1.391, H8 1.099, H9 1.116
6 O -2.087 -0.083 -0.758  C5 1.391, H10 0.967
7 H 3.170 1.053 0.273  C1 1.059
8 H -1.306 0.796 0.901  C5 1.099
9 H -0.261 1.027 -0.501  C5 1.116
10 H -1.845 -0.861 -1.278  O6 0.967

Results
- frontier orbital gap (eV) = 10.55
- E_HOMO (eV) = -10.571
- spin multiplicity = 1
- net charge = 0

Quick one: most stable of them? b

a:
Here is one molecule with the formula C4H6N2O from OMol25. Energies are from ωB97M-V/def2-TZVPD.

Each atom is followed by the atoms it is bonded to, with distances in Å.
Atoms and positions in Å:
1 N -0.489 -2.072 0.780  C2 1.400, H8 1.009, H9 1.012
2 C -0.173 -0.850 0.175  N1 1.400, C3 1.371, C7 1.432
3 C 1.140 -0.463 0.105  C2 1.371, N4 1.389, H10 1.080
4 N 1.161 0.893 -0.200  C3 1.389, C5 1.351, H11 1.006
5 C -0.114 1.316 -0.342  N4 1.351, O6 1.354, C7 1.378
6 O -0.308 2.639 -0.553  C5 1.354, H12 0.963
7 C -0.994 0.267 -0.187  C2 1.432, C5 1.378, H13 1.083
8 H -1.105 -2.733 0.331  N1 1.009
9 H 0.386 -2.473 1.093  N1 1.012
10 H 1.976 -1.100 -0.140  C3 1.080
11 H 1.942 1.505 -0.036  N4 1.006
12 H -1.249 2.773 -0.710  O6 0.963
13 H -2.067 0.312 -0.324  C7 1.083

Results
- frontier orbital gap (eV) = 8.11
- E_HOMO (eV) = -7.244
- spin multiplicity = 1
- net charge = 0

b:
Here is one molecule with the formula C4H6N2O from OMol25. Energies are from ωB97M-V/def2-TZVPD.

Each atom is followed by the atoms it is bonded to, with distances in Å.
Atoms and positions in Å:
1 C 1.370 -1.391 1.184  C2 1.497, H8 1.091, H9 1.093, H10 1.093
2 C 0.786 -0.252 0.407  C1 1.497, C3 1.413, N7 1.313
3 C -0.554 -0.232 -0.038  C2 1.413, C4 1.360, H11 1.079
4 C -0.661 0.964 -0.678  C3 1.360, N5 1.366, O6 1.328
5 N -1.788 1.502 -1.233  C4 1.366, H12 1.006, H13 1.007
6 O 0.488 1.629 -0.648  C4 1.328, N7 1.440
7 N 1.449 0.830 0.069  C2 1.313, O6 1.440
8 H 2.421 -1.267 1.446  C1 1.091
9 H 0.787 -1.533 2.098  C1 1.093
10 H 1.250 -2.318 0.616  C1 1.093
11 H -1.337 -0.959 0.116  C3 1.079
12 H -2.460 0.780 -1.430  N5 1.006
13 H -1.751 2.248 -1.908  N5 1.007

Results
- frontier orbital gap (eV) = 9.36
- E_HOMO (eV) = -8.484
- spin multiplicity = 1
- net charge = 0

Quick one: most stable of them? a